Model A:
82
Properties=species:S:1:pos:R:3:lowdin_charge:R:1 method="wB97M-V/def2-TZVPD" homo_lumo_gap_ha=0.2123 total_charge=+3
Ta -0.08921 -0.01379 0.11398 1.87
Se 3.89117 -6.78636 0.24497 1.26
N 3.73591 -5.39394 1.31267 -0.20
C 2.84476 -4.60731 0.75485 -0.34
C 2.45403 -3.33465 1.32423 -0.05
C 2.89813 -2.92707 2.65077 0.02
C 2.39071 -1.82202 3.17986 -0.05
C 1.50690 -0.93023 2.39805 -0.52
N 1.17648 -1.28841 1.01789 -0.20
C 1.58651 -2.57144 0.61753 -0.16
C 0.91737 -3.04643 -0.54152 -0.15
N -0.07081 -2.24803 -0.98806 0.00
C -0.77855 -2.66996 -2.04019 -0.11
C -0.53885 -3.87440 -2.67472 0.00
C 0.47651 -4.69467 -2.21019 0.06
C 1.21800 -4.28197 -1.11448 -0.07
C 2.26069 -5.07435 -0.47597 -0.33
N 2.68064 -6.23086 -0.91872 -0.20
H 3.57738 -3.57413 3.19063 0.13
H 2.62033 -1.50197 4.18962 0.13
H 1.86144 0.09087 2.45961 0.07
H -1.57288 -2.03016 -2.39121 0.10
H -1.15545 -4.16443 -3.51507 0.13
H 0.69262 -5.65312 -2.66784 0.14
N -0.05539 4.63138 1.29724 0.22
C 0.42785 3.77081 0.13178 -0.47
C 1.16101 4.63200 -0.89557 -0.04
P 1.38623 2.37847 0.79239 0.34
O 2.72368 3.06775 1.21478 -0.04
O 0.56439 1.77091 1.88814 -0.38
O 1.55221 1.28480 -0.27915 -0.37
P -1.17431 3.06272 -0.55299 0.41
O -0.91702 2.91561 -2.10697 -0.10
O -2.21217 4.04457 -0.20674 -0.22
O -1.30265 1.61522 0.01215 -0.45
H -0.12404 4.09731 2.16934 0.16
H -1.01160 4.93678 1.05400 0.14
H 0.54944 5.43902 1.45167 0.18
H 2.01945 5.12569 -0.43749 0.10
H 0.50089 5.39125 -1.31713 0.11
H 1.53007 4.01031 -1.70829 0.10
H 3.45857 2.55857 1.58737 0.13
H -1.27561 3.67269 -2.59690 0.13
C -4.38328 -2.01651 1.24732 0.02
C -3.11085 -1.44097 0.82237 -0.13
N -2.11492 -0.99179 0.49060 0.04
H -5.20768 -1.51879 0.73952 0.11
H -4.49757 -1.88528 2.32244 0.11
H -4.40236 -3.07980 1.01312 0.11
C -2.91371 0.59114 -2.31302 -0.04
N -1.93277 0.72866 -3.37559 -0.13
C -2.37134 1.62726 -4.45316 -0.02
C -0.63979 0.38971 -3.23448 -0.42
N -0.07308 0.09342 -2.05449 -0.02
N 0.14077 0.36392 -4.33240 -0.13
C 1.59533 0.45039 -4.21220 -0.02
C -0.34919 -0.11891 -5.63236 -0.01
H -3.88483 0.38272 -2.76034 0.12
H -2.99805 1.50510 -1.72197 0.08
H -2.65952 -0.22525 -1.65672 0.03
H -2.94267 2.44152 -4.00492 0.10
H -3.01393 1.11765 -5.16977 0.11
H -1.51655 2.04657 -4.97450 0.09
H 0.86624 -0.25907 -2.23238 0.06
H 2.05288 -0.53186 -4.05353 0.11
H 1.87305 1.12231 -3.40211 0.09
H 1.99589 0.85582 -5.13805 0.11
H -1.35296 -0.52177 -5.53625 0.09
H 0.30800 -0.91905 -5.97214 0.10
H -0.34637 0.67121 -6.38192 0.10
Se -0.36388 -0.77519 3.09027 1.18
C -0.15579 0.21735 4.70565 -0.50
C 0.81533 1.19627 4.88454 -0.12
C 0.93434 1.79812 6.12937 -0.05
C 0.07858 1.44012 7.16546 -0.04
C -0.88618 0.46214 6.96943 -0.05
C -1.00060 -0.16579 5.73801 -0.12
H 1.46877 1.49043 4.07795 0.08
H 1.70156 2.54503 6.29352 0.12
H 0.17003 1.92043 8.13164 0.12
H -1.53908 0.17005 7.78221 0.12
H -1.72863 -0.95429 5.59451 0.10

---

Model B:
82
Properties=species:S:1:pos:R:3:lowdin_charge:R:1 method="wB97M-V/def2-TZVPD" homo_lumo_gap_ha=0.2584 total_charge=+3
Ta -0.49200 0.04833 -0.22495 1.61
Se -0.68177 -7.46276 2.08779 1.27
N -0.17691 -6.71353 0.58644 -0.21
C -0.22871 -5.41376 0.75208 -0.33
C 0.09695 -4.44782 -0.27072 -0.05
C 0.50660 -4.81930 -1.55713 0.06
C 0.80050 -3.83219 -2.46860 0.02
C 0.66434 -2.49929 -2.09236 -0.10
N 0.27268 -2.13483 -0.87848 -0.03
C -0.01267 -3.08582 0.03552 -0.15
C -0.43752 -2.64542 1.34866 -0.15
N -0.52690 -1.31204 1.56619 -0.03
C -0.93744 -0.88164 2.76023 -0.11
C -1.26477 -1.73443 3.80246 0.01
C -1.18448 -3.09535 3.59717 0.07
C -0.76260 -3.56928 2.35098 -0.06
C -0.66244 -4.97724 2.04800 -0.34
N -0.95507 -5.93312 2.89753 -0.21
H 0.58710 -5.87068 -1.80025 0.14
H 1.12650 -4.07631 -3.46962 0.13
H 0.89034 -1.70717 -2.79305 0.08
H -1.03353 0.18628 2.89071 0.09
H -1.58872 -1.32259 4.74745 0.13
H -1.43782 -3.80578 4.37389 0.14
N -4.86735 0.44572 -1.90237 0.21
C -4.34152 0.35774 -0.48663 -0.48
C -5.48592 0.43813 0.51000 -0.04
P -3.46473 -1.28898 -0.49961 0.40
O -3.32616 -1.76097 1.01207 -0.09
O -4.27110 -2.15827 -1.36479 -0.22
O -2.03310 -0.95109 -0.95902 -0.44
P -2.98344 1.56309 -0.21725 0.32
O -3.68911 2.89816 0.23630 -0.06
O -2.19765 1.67815 -1.48252 -0.40
O -2.10485 1.03665 0.90708 -0.38
H -5.03340 -0.54284 -2.20125 0.15
H -4.17427 0.86701 -2.53169 0.16
H -5.73996 0.97330 -1.96470 0.18
H -6.20441 -0.36934 0.35404 0.11
H -6.00352 1.39435 0.42199 0.10
H -5.10653 0.36239 1.52858 0.10
H -4.08108 -2.31376 1.28444 0.13
H -3.55773 3.68304 -0.31984 0.12
C 4.40782 -1.59037 1.70312 -0.02
C 3.15794 -1.19040 1.10196 -0.19
N 2.16916 -0.86408 0.61738 0.15
H 4.23266 -2.11866 2.63979 0.10
H 5.02216 -0.71338 1.90748 0.10
H 4.95215 -2.24905 1.02626 0.10
C 2.84719 2.60532 -0.37051 -0.03
N 1.60060 3.23407 0.05226 -0.16
C 1.33814 4.55698 -0.50382 -0.03
C 0.86517 2.71560 1.05136 -0.40
N 0.57966 1.38259 1.07552 -0.07
N 0.46555 3.51018 2.04392 -0.10
C -0.55400 3.10431 3.00819 -0.01
C 1.14367 4.76757 2.36642 -0.01
H 3.68482 3.05050 0.17372 0.11
H 3.00276 2.77855 -1.43204 0.09
H 2.81901 1.53476 -0.18460 0.05
H 1.26110 4.45490 -1.58875 0.10
H 2.13649 5.26934 -0.28819 0.11
H 0.39505 4.94532 -0.12833 0.10
H 0.46928 1.10663 2.04627 0.04
H -0.11342 2.52791 3.82817 0.11
H -1.33732 2.52981 2.52366 0.06
H -0.99938 3.99843 3.43766 0.11
H 2.10675 4.82566 1.86977 0.09
H 1.31058 4.79748 3.44254 0.11
H 0.53368 5.62882 2.09289 0.11
Se 0.40448 1.02057 -2.22090 0.90
C 2.13654 0.88147 -3.12897 -0.54
C 3.13818 -0.00425 -2.76502 -0.14
C 4.29727 -0.04220 -3.52568 -0.05
C 4.44410 0.79084 -4.62715 -0.03
C 3.43529 1.68525 -4.96606 -0.04
C 2.27107 1.73332 -4.21747 -0.13
H 3.02108 -0.64649 -1.90019 0.08
H 5.09074 -0.72627 -3.25518 0.12
H 5.34136 0.74271 -5.22885 0.12
H 3.55529 2.34207 -5.81665 0.12
H 1.47151 2.41749 -4.47472 0.11

---

Tell me which of them is the least stable. Sure, it is model A.

---

Model A:
9
Properties=species:S:1:pos:R:3:nbo_charge:R:1 method="wB97M-V/def2-TZVPD" homo_lumo_gap_ha=0.3111 smiles="[H]/N=C1/[PH]#P1N"
H -0.66355 2.15379 -1.00199 0.33
N -1.31501 1.82976 -0.31485 -0.58
C -1.55449 0.63479 -0.48865 -0.31
P -2.28454 -0.62164 0.49093 0.21
P -0.76052 -0.84046 -1.00809 0.72
N 0.71000 -0.72610 -0.14646 -1.16
H -1.65021 -0.03375 1.58822 0.01
H 1.55519 -0.75857 -0.63228 0.39
H 0.73674 -1.12992 0.78174 0.40

---

Model B:
9
Properties=species:S:1:pos:R:3:nbo_charge:R:1 method="wB97M-V/def2-TZVPD" homo_lumo_gap_ha="0.2395 / 0.2393" smiles="N=C=[PH]=PN"
N -0.89537 -1.90946 1.47087 -0.57
C -0.23298 -1.64679 0.50499 0.17
P -0.04122 -1.06706 -1.04242 0.23
P -0.70312 0.87847 -1.21645 0.21
N 0.33625 1.80247 -0.27147 -1.18
H -1.04928 -1.46132 2.29344 0.41
H 1.36425 -1.32395 -0.91629 -0.02
H 1.32301 1.96892 -0.64684 0.38
H -0.10155 2.75872 -0.17584 0.39

---

Tell me which of them is the least stable. Sure, it is model B.